# 1
Molecular formula: C3H4N2OS2
Method: DFT, the ωB97M-V functional and the def2-TZVPD basis

Last column: Mulliken charge in e.
Atoms and positions in Å:
C (-0.137, 0.600, 0.091)  0.60
C (0.141, -0.876, -0.145)  -0.65
C (-1.370, -0.092, -2.154)  0.49
H (1.374, -0.225, 1.896)  0.21
H (1.265, 1.260, 2.750)  0.25
H (1.230, -1.026, -0.036)  0.33
H (-0.351, -1.472, 0.598)  0.41
N (1.263, 0.799, 1.845)  -0.46
N (0.329, 1.304, 1.024)  -0.41
O (-2.026, -0.051, -3.157)  -0.47
S (-0.368, -1.497, -1.714)  -0.13
S (-1.351, 1.275, -1.001)  -0.15

Cartesian forces (eV/Å) of the 3 atoms listed first:
C -0.663 -0.659 -0.620
C 1.358 0.459 0.606
C -0.423 0.219 -0.490

Results
SMILES = N/N=C1\CSC(=O)S1
ΔE to the lowest compared entry with this formula, charge and spin = 103.8 kJ/mol
net charge = 0
gap between HOMO and LUMO = 9.1 eV
LUMO level = 0.0146 Ha
max |F| = 1.6 eV/A

---

# 2
Molecular formula: C22H66O26S
Method: DFT, the ωB97M-V functional and the def2-TZVPD basis

Last column: Mulliken charge in e.
Atoms and positions in Å:
S (0.088, 0.212, 0.047)  -0.49
O (0.305, -0.711, -1.053)  0.35
O (-0.863, 1.236, -0.350)  1.06
O (-0.435, -0.512, 1.216)  -0.32
O (1.364, 0.816, 0.256)  0.49
C (1.347, 3.423, -2.593)  0.37
C (0.408, 2.440, -3.276)  0.19
O (-0.870, 2.576, -2.733)  -0.53
O (2.664, 3.429, -3.073)  -0.68
H (1.446, 2.849, -1.652)  -0.31
H (0.799, 4.457, -2.564)  0.23
H (0.541, 1.324, -3.052)  -0.16
H (0.093, 2.812, -4.266)  0.31
H (-0.901, 1.718, -2.122)  -0.19
H (3.185, 2.681, -2.779)  0.36
C (-2.647, -4.891, 0.647)  -1.00
C (-2.039, -3.660, 1.228)  0.58
O (-0.827, -3.187, 0.571)  -0.62
O (-3.543, -5.563, 1.480)  -0.59
H (-1.849, -5.466, 0.542)  0.50
H (-3.032, -4.548, -0.361)  0.23
H (-1.713, -4.003, 2.272)  0.21
H (-2.746, -2.828, 1.293)  -0.11
H (-0.690, -2.368, 0.764)  -0.10
H (-3.118, -6.146, 2.106)  0.34
C (4.833, -0.176, -3.554)  -0.68
C (3.604, -0.254, -2.752)  1.07
O (3.493, 0.885, -1.707)  -0.60
O (4.988, -1.228, -4.576)  -0.50
H (5.823, -0.438, -2.962)  0.25
H (4.776, 0.951, -3.869)  0.27
H (3.793, -1.261, -2.034)  -0.46
H (2.703, -0.268, -3.334)  0.01
H (2.841, 0.850, -1.043)  0.12
H (4.580, -0.779, -5.258)  0.30
C (1.617, 4.181, 3.458)  -0.64
C (1.591, 2.959, 2.603)  0.93
O (2.017, 3.219, 1.289)  -0.72
O (1.104, 3.796, 4.792)  -0.53
H (1.110, 5.119, 2.924)  0.16
H (2.640, 4.483, 3.629)  0.28
H (0.471, 2.754, 2.229)  -0.44
H (2.092, 1.978, 3.042)  0.10
H (1.944, 2.356, 0.794)  0.11
H (0.394, 4.346, 5.043)  0.28
C (-1.062, 4.577, 0.002)  0.72
C (-1.502, 5.960, 0.509)  -0.96
O (-0.768, 6.874, -0.281)  -0.58
O (-1.850, 3.578, 0.566)  -0.54
H (-0.086, 4.481, 0.509)  -0.15
H (-1.084, 4.479, -1.089)  0.09
H (-1.397, 6.058, 1.555)  0.38
H (-2.604, 6.117, 0.319)  0.32
H (0.059, 7.143, 0.221)  0.32
H (-1.684, 2.624, 0.334)  0.01
C (4.010, -1.232, 1.266)  -0.36
C (3.163, -2.131, 1.963)  1.17
O (3.404, -3.472, 1.396)  -0.70
O (3.636, 0.042, 1.883)  -0.66
H (3.634, -1.129, 0.394)  -0.51
H (4.952, -1.257, 1.168)  0.74
H (2.202, -1.854, 1.928)  -0.87
H (3.447, -2.154, 3.032)  0.40
H (2.949, -3.454, 0.697)  0.24
H (2.864, 0.354, 1.365)  0.32
C (1.574, -3.559, -2.051)  -0.09
C (2.799, -4.499, -2.152)  -0.63
O (2.514, -5.334, -3.236)  -0.59
O (1.713, -2.849, -0.870)  0.68
H (0.558, -4.042, -2.079)  0.01
H (1.702, -3.086, -2.955)  0.27
H (2.892, -5.187, -1.242)  0.30
H (3.628, -3.783, -2.302)  0.14
H (2.112, -6.192, -3.122)  0.31
H (1.021, -2.043, -0.840)  -0.39
C (-1.105, -3.186, -4.621)  -0.78
C (-1.402, -2.193, -3.513)  0.30
O (-0.318, -1.252, -3.508)  -0.53
O (-2.288, -3.822, -5.270)  -0.63
H (-0.628, -4.115, -4.254)  0.23
H (-0.535, -2.888, -5.484)  0.33
H (-1.400, -2.637, -2.601)  -0.24
H (-2.323, -1.672, -3.480)  0.50
H (-0.279, -1.199, -2.640)  0.30
H (-2.563, -4.543, -4.657)  0.32
C (0.366, -0.463, 4.302)  0.70
C (-0.337, 0.607, 5.100)  -0.52
O (0.656, 1.275, 5.919)  -0.68
O (-0.502, -1.253, 3.574)  -0.78
H (0.835, -1.133, 4.937)  0.65
H (1.057, 0.051, 3.573)  -0.63
H (-1.261, 0.244, 5.628)  0.34
H (-0.737, 1.325, 4.608)  0.00
H (0.801, 2.210, 5.541)  0.46
H (-0.588, -0.979, 2.434)  0.44
C (-3.681, -0.893, -1.240)  0.44
C (-3.694, 0.375, -2.089)  -0.77
O (-3.328, 1.471, -1.195)  -0.59
O (-4.484, -0.712, -0.115)  -0.73
H (-2.691, -1.426, -0.873)  -0.35
H (-4.288, -1.654, -1.911)  0.23
H (-4.437, 0.760, -2.686)  0.68
H (-3.039, 0.327, -2.799)  0.30
H (-2.509, 1.478, -0.764)  0.22
H (-3.933, -0.314, 0.719)  0.25
C (-4.372, 1.079, 3.535)  -0.38
C (-3.309, 1.237, 2.399)  -0.09
O (-2.895, -0.193, 2.013)  -0.53
O (-4.693, 2.263, 4.273)  -0.60
H (-4.121, 0.005, 4.206)  0.18
H (-5.395, 0.966, 3.010)  0.23
H (-2.430, 1.909, 2.686)  0.08
H (-3.793, 1.677, 1.483)  0.45
H (-2.078, -0.347, 1.930)  0.02
H (-4.467, 3.048, 3.685)  0.34

Cartesian forces (eV/Å) of the 3 atoms listed first:
S -0.997 -0.230 -0.896
O -0.750 -1.353 -0.933
O -0.648 0.398 0.071

Results
ΔE to the lowest compared entry with this formula, charge and spin = 65.7 kJ/mol
net charge = -2
gap between HOMO and LUMO = 8.1 eV
LUMO level = 0.1428 Ha
max |F| = 12.9 eV/A

---

no.,E (eV)
1,-29873.068
2,-87940.559